Entry from the Open Molecules 2025 dataset: a cluster of 15 separate species, C19H53BBrNO21P in total (ωB97M-V/def2-TZVPD).

Element x y z (Å)
C: 2.8844 4.1328 0.3276
C: 2.0102 5.2721 -0.3721
O: 1.7795 5.0592 -1.7960
B: 0.8627 4.0077 -2.0227
O: 1.1218 3.1257 -3.1400
O: -0.2936 3.7133 -1.2195
C: -0.8631 2.4754 -1.6445
O: -1.7030 2.5469 -2.5452
C: -0.4456 1.1379 -0.9468
C: 0.4288 1.2520 0.2846
C: 0.8755 0.0058 1.0598
P: 1.9794 0.3257 2.5392
O: 3.4512 0.2296 2.1422
O: 1.5866 -0.5561 3.9150
O: 1.7448 1.9580 2.9552
N: 0.4567 -1.2648 0.5946
C: 0.8368 -2.5279 1.2949
C: 2.2124 -3.1838 0.7825
C: 2.6589 -2.7333 -0.6726
Br: 3.6862 -3.0339 2.1409
C: -0.3642 -1.4346 -0.5650
C: -0.8432 -0.2578 -1.4044
C: -1.7238 -0.4680 -2.7138
C: -3.2541 -0.2302 -2.3926
C: -4.2210 0.5431 -3.2767
C: -5.6784 0.6613 -2.8445
C: -6.1783 0.0316 -1.5391
C: -5.2237 -0.7258 -0.6412
C: -5.6156 -1.4159 0.7346
C: -3.7746 -0.8347 -1.0788
H: 3.1701 3.2792 -0.3604
H: 2.3671 3.7262 1.2569
H: 3.8638 4.5882 0.6938
H: 2.5596 6.2830 -0.2852
H: 0.9977 5.4361 0.1330
H: 1.9091 2.6134 -2.8667
H: 0.7735 2.2672 0.6402
H: 0.6578 -0.2957 4.1382
H: 0.9244 2.0369 3.5099
H: 0.8296 -2.4512 2.4254
H: 0.0132 -3.2801 1.0348
H: 2.0149 -4.3069 0.7151
H: 2.5100 -1.6361 -0.9011
H: 3.7195 -3.0262 -0.9456
H: 1.9878 -3.3007 -1.4056
H: -0.7011 -2.4662 -0.9149
H: -1.3960 0.2630 -3.5244
H: -1.4870 -1.5199 -3.0876
H: -3.8715 1.0186 -4.2394
H: -6.4497 1.1940 -3.4729
H: -7.2699 0.1279 -1.2528
H: -6.4316 -2.1800 0.5747
H: -5.9309 -0.6661 1.5205
H: -4.6825 -1.9411 1.1357
H: -3.0412 -1.3994 -0.4221
O: 1.7092 -2.9889 -3.6880
H: 2.1741 -2.4972 -4.3792
H: 0.8275 -2.5996 -3.6793
O: -0.5293 2.6146 4.7806
H: -1.1917 3.0468 4.2294
H: -0.6870 2.9780 5.6618
O: -2.0427 -2.3354 2.8943
H: -1.4976 -2.2738 3.6880
H: -1.4970 -1.9405 2.2056
O: -1.2998 5.3638 5.8934
H: -0.8453 5.8590 5.2011
H: -2.1875 5.7414 5.9059
O: -2.1598 0.7251 2.9186
H: -2.8950 0.2755 3.3540
H: -2.5760 1.2015 2.1894
O: -6.8632 -4.2378 1.2553
H: -6.1171 -4.4954 1.8100
H: -7.2188 -5.0781 0.9391
O: 4.3899 7.5111 -0.6078
H: 4.2686 7.3127 -1.5446
H: 5.1981 7.0396 -0.3721
O: 2.7013 -3.5767 -6.5444
H: 2.3767 -3.8256 -7.4141
H: 3.2351 -4.3289 -6.2741
O: 6.1155 0.9562 1.9310
H: 5.2141 0.8118 2.2533
H: 6.6709 0.7597 2.6958
O: -0.1683 -5.1012 -1.1435
H: 0.1406 -4.9743 -2.0503
H: 0.3170 -5.8772 -0.8381
O: -8.0905 -3.7398 -1.5293
H: -7.5994 -3.7526 -0.6975
H: -8.0604 -4.6536 -1.8351
O: 2.9290 -5.8134 -7.9178
H: 2.6025 -6.0621 -8.7912
H: 3.4651 -6.5681 -7.6461
O: 4.8762 3.7808 2.9125
H: 5.6306 3.5396 3.4630
H: 4.5335 2.9330 2.6062
O: 6.3540 0.8117 5.0082
H: 5.4561 0.6675 5.3293
H: 6.9100 0.6151 5.7715

Summary:
net charge: +1
E_tot: -145051.96097 eV
E_LUMO: -5.14 eV